Record 1
C4H7NO3S2 in the gas phase in a non-equilibrium geometry, computed with ωB97M-V/def2-TZVPD.

Element x y z (Å)
C  2.3465  1.9642  -0.6004
O  1.7074  0.8189  -0.2516
C  0.4397  0.8269  -0.0467
C  -0.2312  -0.3514  0.1784
N  -1.5686  -0.4964  0.3578
S  -2.6093  0.7573  0.3039
O  -3.0199  1.0535  1.6681
S  -4.1594  -0.0764  -0.7630
O  0.4875  -1.4837  0.1835
C  -0.1451  -2.7322  0.3066
H  1.6424  2.8731  -0.7909
H  2.8595  1.8042  -1.6058
H  3.2334  1.9909  0.0422
H  -0.1362  1.7854  -0.0261
H  0.7453  -3.3518  0.3037
H  -0.8477  -2.8407  -0.5603
H  -0.7443  -2.5416  1.3005

Cartesian forces, eV/Å:
1.7076 2.1860 -2.7803
0.3093 -1.7775 0.1692
-1.8521 1.8930 0.1960
-3.2663 -2.2930 0.3805
2.6971 -0.3694 -0.2728
-1.5604 -0.6547 -0.4645
0.2792 0.4969 0.3428
0.8512 0.6279 0.1780
1.2095 2.4730 -0.7180
-1.8890 1.4573 1.3643
1.4116 -1.3996 1.0903
-0.8835 0.0603 0.8368
-0.5348 1.1502 0.3724
0.7253 -0.8333 -0.1009
-0.6747 -0.8586 0.2899
0.5673 -0.4402 0.8842
0.9028 -1.7185 -1.7676

## Properties
Energy above the lowest of the compared OMol25 structures with the same formula, charge and spin, kcal per mole: 105.1
LUMO (spin up / spin down), eV: -1.323 / -2.344
Multiplicity: 1
F_max, Eh/bohr: 0.078
Frontier orbital gap (spin up / spin down), eV: 7.60 / 5.96

Record 2
A molecular structure, C7H18N5P in a non-equilibrium geometry, computed with ωB97M-V/def2-TZVPD.

Element x y z (Å)
C  1.2935  -0.7326  -3.0850
C  -2.0481  -0.9679  -1.4062
C  -2.6560  0.8902  0.1176
C  2.1524  -1.4070  0.2689
C  -0.0897  -2.1297  1.1788
C  0.8428  2.6868  0.0359
C  0.8700  1.2668  1.9748
N  1.2543  -1.5132  -3.9681
N  1.4857  0.2167  -2.2913
N  -1.5790  0.0999  -0.4963
N  0.6578  -1.1228  0.5070
N  0.4124  1.4589  0.5906
P  0.0800  0.1975  -0.3833
H  -1.1596  -1.3602  -2.0065
H  -2.4976  -1.7156  -0.7393
H  -2.7909  -0.5248  -2.0488
H  -2.1808  1.5295  0.6922
H  -3.2073  1.3955  -0.6821
H  -3.4722  0.3369  0.5921
H  2.8057  -0.8878  1.0315
H  2.2572  -2.4165  0.0758
H  2.4137  -0.9035  -0.7826
H  0.4872  -2.4146  2.0580
H  -1.2001  -1.8445  1.2931
H  -0.0213  -3.1690  0.7801
H  0.3948  3.5221  0.6085
H  1.9835  2.8050  0.1959
H  0.6056  2.8271  -1.0108
H  0.6290  0.3149  2.3967
H  1.8910  1.4919  1.9260
H  0.3858  2.0697  2.5767

Cartesian forces, eV/Å:
-0.7805 -1.5233 -1.5545
1.3684 0.1043 0.4904
-1.3839 -2.6686 -3.6549
-1.0393 4.2141 -1.6476
-0.9809 -1.3346 0.3132
1.8734 2.0198 0.7242
-1.7736 1.6746 -0.3493
-0.1185 -0.3784 0.1418
-1.0070 2.6510 3.8101
0.1027 -0.8886 -0.4407
1.5349 0.6337 -1.8239
-0.3649 -0.7397 0.3344
0.8150 -1.9625 -1.3158
-1.3670 0.2652 0.7114
0.0344 -0.3214 -0.6857
-0.2656 -0.1486 -0.5131
1.6414 3.3723 3.1994
0.2888 0.3722 -0.0714
0.6764 -0.5404 0.4875
-0.7379 -1.1253 -0.5200
0.5416 -2.1821 0.3333
-0.5364 -0.8609 2.3134
-0.6455 0.8417 1.1885
1.9308 -0.4406 0.2940
-0.4729 0.6929 -1.1344
0.0735 -0.2142 -0.3177
-1.5286 -0.1372 -0.5272
-0.0040 -0.2909 -0.1833
0.0129 -0.4886 -0.0087
1.8425 -0.0661 0.5858
0.2697 -0.5299 -0.1791

## Properties
LUMO, eV: -0.340
Multiplicity: 1
F_max, Eh/bohr: 0.096
Frontier orbital gap, eV: 7.27

Record 3
2 unconnected molecules or ions with the total composition H4S4, computed with ωB97M-V/def2-TZVPD.

Element x y z (Å)
S  -0.8013  1.6737  1.6927
S  0.9543  1.8832  0.5795
H  -1.3346  0.6852  0.9601
H  0.8123  3.1933  0.4954
S  -0.3119  -2.1139  -0.1458
S  0.2288  -1.4472  -1.9982
H  -1.6292  -2.2973  -0.3266
H  -0.1660  -0.1661  -1.9121

Cartesian forces, eV/Å:
0.1593 -0.1778 0.0839
-0.1723 -0.4873 0.3132
0.0026 0.0834 -0.1168
0.0066 0.5226 -0.2906
0.0137 0.1363 0.3775
-0.0724 -0.0320 -0.3557
-0.0171 -0.0810 -0.1487
0.0796 0.0357 0.1371

## Properties
Energy above the lowest of the compared OMol25 structures with the same formula, charge and spin, kcal per mole: 2.1
LUMO, eV: 0.157
Multiplicity: 1
F_max, Eh/bohr: 0.012
Frontier orbital gap, eV: 9.14

Record 4
C21H27N3O6S in the gas phase in a non-equilibrium geometry, computed with ωB97M-V/def2-TZVPD.

Element x y z (Å)
C  -4.3813  -2.8108  2.2481
C  -3.9701  -2.8000  0.7780
N  -3.4150  -1.5156  0.3919
C  -2.0812  -1.3629  0.4170
C  -1.4174  -0.2102  0.1230
C  0.0686  -0.2601  0.2178
O  0.6334  -1.3072  0.5441
N  0.6908  0.8849  -0.0800
C  2.1105  1.1603  0.0519
C  2.6116  0.8196  1.4652
C  4.0690  1.1965  1.6868
S  4.3417  3.0058  1.6000
C  5.3017  3.1397  0.0644
C  2.9611  0.4426  -1.0106
O  3.6876  1.0631  -1.7694
N  2.8413  -0.8889  -1.0111
C  3.7010  -1.7335  -1.7975
C  4.8402  -2.3117  -0.9356
O  5.6157  -1.3414  -0.2825
C  6.4170  -0.5497  -1.1338
C  -2.1603  0.9738  -0.2497
O  -1.6489  2.0565  -0.5437
C  -3.6167  0.7924  -0.2502
C  -4.3975  1.9145  -0.5874
C  -5.7529  1.7795  -0.5858
C  -6.3527  0.5537  -0.2542
C  -5.6230  -0.5534  0.0782
C  -4.2179  -0.4380  0.0780
O  -7.7058  0.6797  -0.3203
C  -7.9561  2.0182  -0.7052
O  -6.7292  2.6926  -0.8668
H  -3.5176  -2.6131  2.8783
H  -4.7883  -3.7831  2.5110
H  -5.1325  -2.0512  2.4482
H  -4.8185  -3.0380  0.1337
H  -3.2026  -3.5585  0.6097
H  -1.4928  -2.2292  0.6897
H  0.0745  1.6572  -0.3444
H  2.2374  2.2346  -0.1157
H  1.9869  1.3580  2.1827
H  2.4935  -0.2499  1.6482
H  4.7211  0.7267  0.9539
H  4.3775  0.8880  2.6859
H  6.2850  2.7036  0.2190
H  4.7768  2.6370  -0.7424
H  5.3956  4.1994  -0.1496
H  2.2038  -1.3180  -0.3404
H  3.1236  -2.5596  -2.2198
H  4.1111  -1.1266  -2.6085
H  4.4141  -2.9173  -0.1308
H  5.4743  -2.9502  -1.5705
H  7.1092  -0.0147  -0.4853
H  6.9863  -1.1756  -1.8307
H  5.8191  0.1732  -1.6977
H  -3.8983  2.8369  -0.8326
H  -6.1358  -1.4639  0.3293
H  -8.5547  2.5167  0.0732
H  -8.5137  2.0276  -1.6548

Cartesian forces, eV/Å:
0.0171 -0.0300 -0.2359
-0.2457 -0.3487 0.4125
0.3963 -0.0451 -0.1206
0.2980 0.1720 -0.0795
-0.1118 0.0055 0.0186
-0.1752 0.0782 -0.0483
0.0414 -0.2686 0.1869
-0.1359 0.3085 -0.1300
0.2692 -0.1931 0.2615
0.1158 0.0419 -0.1051
-0.0492 0.5266 0.0680
0.0422 -0.0736 -0.0311
-0.1849 -0.1464 0.3327
-0.4082 0.2401 0.2237
0.1905 0.2124 -0.2139
-0.0357 -0.4972 0.0262
0.4667 0.0293 0.1422
-0.2375 -0.0397 -0.2187
-0.0595 0.0257 0.1417
0.0223 0.0982 -0.0915
-0.0979 -0.3290 0.0887
-0.0761 0.2048 -0.0613
-0.1039 -0.1966 0.0722
-0.5015 0.0988 -0.0449
0.1656 -0.5199 0.1488
0.4060 0.2943 -0.0739
-0.3662 0.0715 -0.0475
-0.0784 0.7701 -0.2265
0.3792 -0.4513 0.1363
-1.1576 0.5959 -0.1964
0.4233 0.0859 -0.0116
0.0641 0.0105 0.0713
-0.0591 -0.0919 0.0688
-0.0707 0.0526 0.0552
0.1404 -0.0075 -0.0215
-0.0946 0.1176 -0.0989
-0.0328 -0.0485 0.0017
0.0067 -0.1760 0.0270
0.0252 -0.2318 -0.0284
-0.0393 -0.0445 -0.0226
-0.0595 0.0679 0.0341
0.0761 -0.1367 0.0349
0.0441 -0.1104 -0.1009
0.1044 0.0253 -0.0987
0.0617 0.0570 -0.0885
0.0621 0.0985 -0.0425
0.0212 0.1711 -0.0907
0.0613 0.0281 -0.0431
-0.0881 -0.1395 0.0145
0.0153 -0.0585 -0.1223
-0.0393 0.0013 0.0709
0.0455 0.0208 -0.0683
0.0422 -0.0162 0.0119
0.0540 -0.0600 0.0228
0.0688 0.1043 -0.0284
-0.0355 -0.1537 0.0519
0.2122 -0.1457 -0.1284
0.2051 -0.0543 0.1946

## Properties
Energy above the lowest of the compared OMol25 structures with the same formula, charge and spin, kcal per mole: 7.3
LUMO, eV: 0.149
Multiplicity: 1
F_max, Eh/bohr: 0.026
Frontier orbital gap, eV: 8.13

Record 5
A molecular structure, C5H7NO, computed with ωB97M-V/def2-TZVPD.

Element x y z (Å)
O  -1.1963  0.9391  1.9686
C  -0.8470  0.5334  0.8898
C  -1.2365  0.7076  -0.5195
C  0.2115  1.1097  -0.6124
C  1.0885  -0.0082  -0.2510
C  0.6223  -1.4231  -0.2543
N  0.3133  -0.5885  0.9296
H  -1.8959  1.5758  -0.5571
H  -1.6739  -0.1236  -1.1076
H  0.5595  1.9185  -1.2254
H  2.1566  0.1529  -0.1084
H  1.3240  -2.2277  -0.0239
H  -0.2368  -1.7311  -0.8460
H  0.7115  -0.7725  1.8471

Cartesian forces, eV/Å:
0.2185 -0.1418 -0.3858
-0.3879 -0.1750 0.3445
-0.1257 0.0411 0.2162
0.1863 0.0597 -0.5092
0.2772 -0.0928 0.3115
-0.1146 -0.2401 -0.1926
-0.0267 0.0280 0.3933
0.0751 -0.1565 -0.0277
0.1383 0.1341 0.1532
0.0630 0.1477 -0.1089
-0.2614 0.0086 0.0245
-0.1295 0.2692 -0.1130
0.1350 0.0910 0.1816
-0.0475 0.0269 -0.2875

## Properties
Energy above the lowest of the compared OMol25 structures with the same formula, charge and spin, kcal per mole: 106.1
LUMO, eV: 0.706
Multiplicity: 1
F_max, Eh/bohr: 0.011
Frontier orbital gap, eV: 7.29